DFT (wB97M-V/def2-TZVPD) results for one molecule with the formula C2H2FNO2 at a distorted geometry.

The geometry in XYZ format:
```
8
Properties=species:S:1:pos:R:3:nbo_charge:R:1
O 1.28 1.54 -0.78 -0.44
C 0.29 1.04 -0.33 0.42
C 0.10 -0.61 -0.27 0.14
F 1.18 -1.43 -0.44 -0.32
N -0.23 -0.76 1.24 0.15
O -1.24 -0.22 1.59 -0.27
H -0.62 1.40 -0.02 0.14
H -0.76 -0.97 -0.98 0.19
```

* net charge: 0
* LUMO energy (spin up / spin down): -0.86 / -0.86 eV
* SMILES: O=C[C@@H](F)N=O
* highest occupied orbital energy (spin up / spin down): -9.70 / -9.70 eV
* HOMO-LUMO gap (spin up / spin down): 8.85 / 8.84 eV



DFT (wB97M-V/def2-TZVPD) results for a 3-piece molecular cluster, C23H51FN4O6PS2 overall at a distorted geometry.

The geometry in XYZ format:
```
88
Properties=species:S:1:pos:R:3:mulliken_charge:R:1
C -0.46 7.56 -0.49 -1.76
C 0.05 6.61 -1.57 1.33
C 0.30 7.38 -2.89 -1.48
C -0.88 5.43 -1.79 -1.57
C -0.96 4.51 -0.58 -0.76
N 0.40 3.98 -0.28 0.58
C 0.47 2.65 0.08 -1.56
N 0.69 2.28 1.41 1.27
C -0.53 1.88 2.19 -0.89
C -1.03 2.81 3.29 -0.89
C -1.78 4.06 2.80 -0.48
N -1.01 5.29 2.80 -0.46
P 1.93 3.11 2.26 0.29
O 1.92 4.57 2.23 -0.64
N 0.36 1.71 -0.80 0.40
C 0.13 2.02 -2.22 -0.82
C 1.39 2.55 -2.92 -0.15
F 1.46 1.96 -4.15 -0.37
C 0.46 0.26 -0.51 -1.25
C 1.83 -0.31 -0.88 0.47
C 2.97 0.15 -0.02 -0.41
C 2.90 -0.37 1.40 -0.58
O 4.15 -0.38 2.05 -0.55
H 0.16 8.44 -0.51 0.54
H -0.38 7.17 0.51 0.26
H -1.47 7.90 -0.69 0.35
H 1.03 6.26 -1.23 0.08
H 1.30 7.17 -3.25 0.35
H 0.23 8.44 -2.72 0.40
H -0.43 7.06 -3.62 0.37
H -1.85 5.87 -1.98 0.56
H -0.60 4.88 -2.69 0.29
H -1.34 5.12 0.22 0.60
H -1.66 3.70 -0.78 0.35
H 1.06 4.18 -1.03 0.32
H -1.35 1.74 1.48 0.50
H -0.35 0.90 2.62 0.37
H -1.77 2.23 3.84 0.48
H -0.28 3.09 4.02 0.40
H -2.61 4.20 3.49 0.44
H -2.24 3.85 1.84 0.18
H -0.53 5.44 1.93 0.01
H -0.31 5.28 3.52 0.29
H 1.79 2.63 3.57 0.16
H 3.16 2.62 1.82 0.13
H -0.11 1.10 -2.74 0.58
H -0.72 2.67 -2.35 0.39
H 2.26 2.23 -2.35 0.26
H 1.36 3.62 -3.04 0.34
H -0.24 -0.25 -1.17 0.38
H 0.15 0.02 0.50 0.38
H 1.78 -1.39 -0.77 -0.58
H 2.03 -0.14 -1.93 0.48
H 3.09 1.23 -0.09 0.10
H 3.88 -0.27 -0.45 0.79
H 2.54 -1.40 1.33 0.29
H 2.19 0.15 2.02 0.06
H 4.75 -0.98 1.59 0.37
C 0.61 -5.77 -1.59 -0.25
C 1.58 -6.39 -0.58 -0.49
C 2.95 -5.72 -0.80 -0.77
S 2.61 -4.08 -1.45 1.15
O 3.11 -3.99 -2.79 -0.70
O 2.95 -3.08 -0.45 -0.62
C 0.83 -4.27 -1.52 -0.71
H -0.42 -6.05 -1.37 -0.22
H 0.84 -6.13 -2.60 0.36
H 1.23 -6.19 0.43 0.23
H 1.66 -7.47 -0.70 0.42
H 3.51 -5.62 0.13 0.39
H 3.55 -6.25 -1.54 0.37
H 0.44 -3.73 -2.38 0.54
H 0.41 -3.85 -0.60 0.33
C -4.20 -7.80 1.97 -0.56
C -4.57 -6.34 1.66 -0.66
C -3.39 -5.72 0.89 -0.67
S -2.60 -7.08 0.02 1.19
O -1.27 -7.26 0.56 -0.64
O -2.82 -6.93 -1.40 -0.71
C -3.66 -8.37 0.66 -0.77
H -5.06 -8.37 2.32 0.36
H -3.43 -7.83 2.74 0.28
H -5.47 -6.31 1.05 0.30
H -4.78 -5.78 2.57 0.33
H -3.72 -4.98 0.17 0.37
H -2.65 -5.29 1.56 0.37
H -3.07 -9.28 0.79 0.41
H -4.45 -8.54 -0.06 0.36
```

* net charge: +1
* LUMO energy: -3.63 eV
* highest occupied orbital energy: -11.50 eV
* HOMO-LUMO gap: 7.86 eV



no.,electronic energy (Eh)
1,-382.3763
2,-2814.7471